Record 1
This record from the OMol25 dataset describes a molecular structure, C15H40NaO5 in a non-equilibrium geometry. The level of theory is ωB97M-V with the def2-TZVPD basis set.

Computed properties:
F_max (eV Å⁻¹): 11.34
LUMO level (eV): -2.49
Total charge: +1
Highest occupied orbital energy (eV): -12.815
HOMO-LUMO gap (eV): 10.321

Geometry (Å):
H  -0.858  -2.829  -0.468
H  1.702  0.922  -1.800
C  -0.351  2.313  -0.970
H  -2.147  -0.360  3.303
O  0.434  -1.475  -0.996
H  -3.697  -2.114  0.059
H  -2.324  0.792  1.937
H  3.314  -0.105  1.713
O  -0.413  1.054  -1.520
H  3.529  -0.415  -0.805
H  -0.946  4.229  -1.789
H  1.399  -2.109  1.288
C  2.473  -0.081  1.020
C  0.729  -0.553  3.098
C  -1.676  0.447  2.743
H  -0.034  1.087  -2.402
H  0.798  3.516  0.296
O  0.197  0.925  1.254
H  -3.603  1.102  -1.855
C  0.224  -2.710  -0.421
H  0.303  -1.591  -1.940
H  3.235  2.164  -1.482
O  1.584  0.295  -1.082
C  -0.346  -0.089  2.098
C  -3.817  -1.488  -0.825
H  0.328  -4.712  -1.283
H  -4.832  -1.091  -0.842
H  2.672  2.468  0.084
H  -1.726  -1.507  0.456
C  3.288  1.760  -0.471
H  -0.261  -2.344  1.536
C  2.810  0.299  -0.403
H  -2.210  1.583  -1.060
H  1.996  -4.028  -0.957
H  -1.475  1.301  3.390
H  -3.620  -2.077  -1.721
H  0.615  1.647  1.729
C  0.962  -3.827  -1.240
H  1.548  -0.904  2.470
H  1.791  2.819  -0.996
H  -3.080  0.046  0.491
Na  -0.020  -0.054  -0.345
H  0.748  -3.753  1.343
O  -1.569  -0.957  -0.315
H  0.983  -3.619  -2.309
H  4.349  1.895  -0.261
H  1.156  0.318  3.596
H  -1.947  0.410  -2.285
H  0.387  -1.263  3.851
H  1.797  0.604  1.532
C  0.576  -2.745  0.964
H  -1.135  2.252  -0.215
H  0.186  3.399  -2.767
C  -2.655  0.693  -1.506
H  1.325  1.948  0.466
H  -1.527  2.912  -2.807
C  -2.783  -0.361  -0.475
C  -0.707  3.234  -2.165
H  1.981  -1.054  1.008
C  0.967  2.625  -0.309
H  -0.628  -0.841  1.360

---

Record 2
This record from the OMol25 dataset describes 5 unconnected molecules or ions with the total composition C15H40O5 in a non-equilibrium geometry. The level of theory is ωB97M-V with the def2-TZVPD basis set.

Computed properties:
SMILES: CC(C)O.CC(C)O.CC(C)O.CC(C)O.CC(C)O
F_max (eV Å⁻¹): 3.01
LUMO level (eV): 0.57
Highest occupied orbital energy (eV): -10.008
HOMO-LUMO gap (eV): 10.575

Geometry (Å):
H  -0.284  -0.487  -5.683
H  0.141  0.584  2.792
H  -1.978  -0.909  -5.928
C  4.118  3.922  -0.669
C  -0.188  -0.220  -3.014
H  0.397  -2.608  4.460
H  2.841  5.789  -1.929
H  -0.844  -3.832  4.091
H  4.054  2.250  -2.597
O  2.365  -4.607  4.651
H  -3.541  2.718  -0.842
H  4.026  2.988  -0.102
C  0.501  1.888  1.024
O  3.016  5.044  -2.511
O  1.991  0.198  1.900
H  2.450  1.768  -2.070
H  0.743  -0.546  -3.497
H  -2.921  -0.870  -1.203
H  -5.002  0.974  -0.046
H  -1.190  -0.406  0.952
C  -3.723  -0.750  -0.468
H  1.119  -3.867  6.740
H  -0.006  1.805  0.053
C  2.962  3.876  -1.664
C  0.618  0.583  1.804
O  -1.145  -2.289  -3.753
H  4.095  4.820  -0.047
C  0.969  -4.684  4.815
H  0.673  -5.655  4.404
H  -2.822  1.817  0.414
C  3.022  2.599  -2.470
C  0.539  -4.683  6.269
C  -3.098  1.741  -0.647
H  1.461  2.354  0.804
H  2.501  1.011  1.931
H  -0.158  -0.611  -1.998
H  -2.243  1.492  -1.270
H  -0.139  -1.494  1.576
O  -4.737  0.639  -2.060
H  5.114  3.897  -1.115
H  0.346  -0.821  0.099
C  -0.108  -0.530  1.046
H  -0.214  2.611  1.437
H  -1.517  0.659  -5.234
H  -3.404  -0.912  0.560
H  0.902  -5.555  6.819
H  -5.272  1.434  -2.152
H  0.487  -3.563  2.986
H  -0.653  -2.569  -2.981
H  2.718  -3.896  5.201
C  -1.302  -0.882  -3.863
C  -4.184  0.671  -0.712
C  -1.288  -0.409  -5.249
H  2.049  3.969  -1.062
H  -4.480  -1.482  -0.740
C  0.223  -3.604  4.043
H  -0.480  -4.463  6.577
H  -0.084  0.866  -2.983
H  -2.248  -0.621  -3.371
H  2.812  2.856  -3.515